Computed, not measured: 11 unconnected molecules or ions with the total composition C31H88N18O15 in a non-equilibrium geometry, with the ωB97M-V functional and the def2-TZVPD basis.

E_HOMO ... -0.3152 Eh
LUMO energy ... 0.210 eV
Multiplicity ... 1
Structure (SMILES) ... COCCNCCOC.COCCNCCOC.COCCNCCOC.COCCNCCOC.NC(N)=O.NC(N)=O.NC(N)=O.NC(N)=O.NC(N)=O.NC(N)=O.NC(N)=O
E ... -91106.6290 eV
Max |F| ... 0.063 hartree/bohr
Gap between HOMO and LUMO ... 8.7877 eV

Cartesian coordinates (Å):
H  -0.9902  -1.7667  -2.8152
H  -1.8747  2.6230  -3.8072
H  1.5928  -6.1162  0.8897
H  -0.9589  0.4797  -4.8264
O  -0.5780  1.4380  4.9109
N  1.5267  6.2598  -2.3973
C  -4.6846  -1.8337  -0.6528
H  -2.4327  -8.6353  -1.8834
H  1.5276  1.0752  -2.9940
C  -1.3914  -6.9591  -0.3538
H  0.7557  -0.0318  -1.2960
H  -6.6374  -4.4195  -0.0581
H  0.6610  1.3188  6.4406
H  2.1888  1.9909  -0.7319
C  -3.3086  -5.6433  1.5334
O  1.3779  3.6512  -7.7922
H  -4.5940  -4.9766  3.2691
H  2.9698  3.7242  -5.9844
H  -0.6218  -7.1175  -1.1132
O  2.9469  7.4398  -1.0583
N  5.5024  3.2859  -1.5465
C  -2.4441  1.9209  -3.1871
H  -2.8630  -2.8501  -3.8529
O  4.2352  0.6079  1.7429
H  -0.8300  -6.4896  0.4621
H  -3.6431  -2.9708  -5.4531
H  2.5050  0.9749  8.7544
H  -3.4177  1.5593  -3.5158
O  0.4847  2.4251  -1.8187
H  2.1325  -2.2868  1.9240
N  -0.7664  0.5198  0.0966
H  3.6467  4.2052  8.7860
O  4.1068  -1.4645  -2.3603
C  -2.8330  -0.6203  0.0178
H  0.5279  4.0065  4.9418
C  1.8544  7.2761  -1.6105
N  1.8299  -3.2157  2.1452
H  1.9177  -0.1704  2.2049
C  -0.5727  -1.1625  -3.6264
H  3.1621  -2.1207  -0.2362
H  -3.3624  -0.0579  0.7921
C  0.6207  0.4841  -0.3416
O  3.0510  2.5920  9.7853
H  -2.0538  7.3863  0.6858
H  -3.8538  -6.5423  1.2328
H  1.4426  1.5415  4.9144
H  -2.5316  -0.2491  -4.3416
O  -1.9747  -8.1530  0.1285
C  4.4753  4.1446  -1.7212
C  1.8705  3.4919  7.9293
C  -4.2089  -4.6818  2.2899
H  1.6512  4.4998  8.2899
C  -1.5128  -0.0224  -4.0218
N  -2.6254  -4.9444  0.4462
C  3.0563  1.1772  9.6822
H  -4.7682  -1.6832  -1.7354
O  -1.5596  0.8549  -2.9097
H  -5.3037  -5.4021  -0.2655
C  -0.6993  1.8699  3.5057
H  2.4982  0.7056  10.4865
H  -0.2190  -3.0973  -4.2917
C  3.5954  0.8276  2.7820
C  3.2594  3.2167  8.5375
H  3.1862  1.9926  -5.9711
N  4.2557  4.9501  -0.6409
H  1.2993  0.0996  0.4150
H  -1.2337  1.1700  -0.5197
O  -2.6752  -4.6235  -4.9228
O  -3.4222  -1.9200  -0.0805
H  -4.8109  -4.7460  -5.0351
N  2.6020  2.7984  -6.1275
H  2.0227  2.8714  -3.0102
C  1.9883  -4.1713  1.1923
H  -2.5613  -9.8746  -0.6647
H  -3.8380  -8.7118  -0.8327
H  -2.8787  6.5458  -0.5825
H  5.6689  0.2926  -1.8659
H  0.6040  2.2803  -3.8802
H  -2.6334  -5.9531  2.3380
H  -1.1843  -3.0952  -6.3597
H  -3.1865  -6.2875  -1.1731
C  4.0677  -0.7391  -1.3672
H  0.6587  2.6058  0.1022
C  -1.2798  5.5608  0.3384
H  -0.5507  4.0552  -0.8620
C  -2.7461  -3.2255  -4.8765
N  1.9548  3.7352  6.4724
H  2.1678  5.4750  -2.4228
N  2.3516  0.3794  2.9248
N  3.4151  -1.1350  -0.2446
H  -3.9758  -5.4338  -3.5565
N  4.9170  0.2773  -1.1999
H  1.2033  -3.4362  2.8988
N  -0.3887  -2.1817  -4.6892
H  3.4710  -0.6198  0.6307
H  -0.0645  8.0299  -1.8484
O  2.7328  -3.9979  0.2184
N  1.3709  -5.3279  1.4788
H  4.9959  0.6025  -0.2485
H  4.0479  0.7604  9.4939
H  5.9697  3.2575  -0.6617
H  -1.3133  2.7620  3.6204
N  0.8468  8.1806  -1.4635
C  -3.9242  -5.2356  -4.6314
H  4.8778  2.0997  3.6536
H  -0.9063  -1.5904  -0.3187
C  0.6225  1.9151  5.5257
O  -0.4092  5.6490  1.1978
H  -3.3068  -4.2504  0.1572
C  0.7049  3.4039  5.8355
H  1.9151  0.3573  3.8295
H  -3.6312  -3.7785  2.5047
H  -1.2396  1.0440  3.0488
H  -1.8359  -1.5578  -6.0661
C  -2.3247  -5.8072  -0.6864
C  -6.0055  -5.1017  0.5153
H  1.1277  2.7568  8.2259
H  0.2530  1.4529  -7.7195
C  -1.5562  -2.4723  -5.5422
N  -2.2251  6.5356  0.1767
H  -2.1146  4.8664  -1.2416
H  0.6760  6.3769  -2.9125
O  -5.4662  -4.3942  1.6514
H  -0.1614  3.6240  6.4742
H  0.3844  -0.7430  -3.3267
N  -1.3388  4.6456  -0.6500
O  3.8489  4.2775  -2.7711
C  1.6657  2.6893  -7.0764
H  3.4461  5.5416  -0.5390
N  4.0091  1.6121  3.8039
H  1.1486  8.9775  -0.9280
H  -3.9988  -6.2642  -4.9928
H  -5.2060  -2.7965  -0.6140
H  4.8392  4.7492  0.1512
H  -2.9661  -0.0527  -0.9093
H  -1.8173  -5.2966  -1.5074
H  3.9219  2.7080  7.8342
H  1.1117  -5.6688  2.3896
C  1.2289  2.1244  -2.9998
H  -5.4096  -1.2139  -0.1162
C  1.1011  1.9396  -0.6427
H  -1.3465  -1.0930  1.3292
H  3.4620  2.0186  4.5460
C  -2.7503  -8.8153  -0.8534
H  5.7016  2.7422  -2.3673
H  0.2102  2.0771  2.9432
H  -6.6716  -5.8740  0.8966
H  2.0195  4.7084  6.2047
H  1.2337  0.8123  -6.3870
C  -1.3631  -0.7962  0.2746
H  -2.5050  2.5253  -2.2779
N  1.0573  1.4794  -7.1164

Cartesian forces, eV/Å:
H -0.070 0.819 0.733
H -0.743 -0.100 -0.964
H 0.154 0.337 -0.289
H -0.482 0.230 -0.434
O 1.213 0.568 -0.870
N 0.136 -0.872 -0.187
C -1.911 -1.415 -0.224
H 0.226 0.315 0.058
H 0.487 0.114 -0.048
C 0.804 1.227 1.476
H 0.102 -0.611 0.219
H -0.162 0.367 0.469
H 0.188 0.270 0.257
H 0.055 0.130 0.255
C -0.120 -0.013 1.461
O -0.440 -0.862 0.268
H 0.849 -0.861 0.155
H 0.328 -0.201 -0.115
H -0.412 -0.414 -0.453
O -0.673 -0.290 -0.101
N -0.290 0.095 -0.731
C 1.569 0.741 1.008
H -0.130 -0.114 0.157
O 0.208 0.540 1.120
H 0.202 -0.661 0.316
H -0.125 0.440 0.165
H -0.172 -0.556 0.046
H -0.005 0.340 -0.314
O -0.357 0.099 -0.481
H -0.024 -0.010 0.221
N 1.470 -0.025 0.566
H 0.562 -0.181 -0.173
O -0.606 0.684 -0.413
C -0.481 -0.707 -0.733
H 0.354 -0.126 -0.171
C 0.523 1.048 0.736
N -0.312 -0.195 0.204
H 0.119 0.115 -0.055
C -1.382 -1.847 -0.117
H -0.110 0.179 -0.066
H 0.259 0.060 0.255
C 0.214 1.837 -0.313
O 0.832 -0.537 0.726
H -0.231 -0.113 0.024
H -0.041 -0.002 -0.164
H 0.378 0.675 0.088
H 0.088 -0.470 -0.043
O -0.373 0.614 -0.596
C -0.485 1.655 0.433
C 1.432 2.013 -0.754
C -1.178 -0.436 -0.234
H -0.864 -0.442 0.849
C 1.578 0.254 0.414
N -0.620 -0.390 -0.158
C -0.739 0.407 -1.581
H 0.771 0.888 -0.055
O -0.767 -0.614 -0.124
H 0.408 -0.590 0.508
C -1.159 -0.241 1.727
H 0.363 0.193 0.282
H 0.728 0.300 0.478
C 0.331 0.716 -1.048
C -1.143 0.607 0.371
H 0.134 0.266 0.386
N 0.435 -1.039 0.247
H -0.188 -0.401 -0.090
H -0.504 -0.545 -0.224
O 0.107 -0.695 -0.391
O -0.081 0.572 -0.427
H 0.172 0.545 0.164
N 1.157 -0.221 1.198
H 0.562 -0.595 -0.422
C 2.124 0.906 -0.492
H -0.134 -0.095 -0.131
H 0.005 0.635 0.449
H 0.011 0.122 0.007
H 0.028 0.208 0.203
H -0.184 0.066 0.134
H 0.484 -0.307 -0.402
H -0.031 -0.240 0.071
H -0.519 0.287 0.143
C 1.004 -3.072 0.124
H 0.705 -0.119 0.590
C 1.696 0.968 0.188
H -0.181 -0.210 -0.423
C -0.417 1.401 -0.748
N -0.338 -0.712 -0.810
H -0.131 -0.132 -0.784
N -1.621 -1.078 0.460
N -1.297 -0.270 0.323
H -0.450 0.713 0.250
N 0.096 1.638 0.108
H -0.063 0.660 0.042
N -0.376 0.052 -0.987
H 0.525 -0.156 -0.546
H -0.097 0.351 0.225
O -1.273 -0.320 0.578
N -0.628 -2.249 -0.423
H 0.517 0.261 -0.202
H 0.176 0.052 0.549
H 0.322 -0.475 -0.278
H -0.048 0.114 -0.927
N 0.671 0.544 0.368
C 0.400 -1.046 0.704
H 0.034 -0.225 -0.070
H -0.155 0.046 -0.277
C -0.792 -1.160 -0.028
O -0.579 -0.440 -0.253
H 0.461 0.411 -0.313
C -1.335 -0.915 -0.509
H -0.058 -0.057 -0.143
H -0.277 0.387 -0.578
H -0.084 0.296 -0.363
H -0.542 0.017 0.318
C -0.029 -0.968 -1.151
C 0.130 0.818 0.648
H -0.013 -0.012 -0.246
H 0.048 -0.462 0.127
C 0.511 -0.561 -0.048
N -0.491 0.696 0.727
H 0.379 -0.954 -0.935
H 0.108 -0.819 -0.281
O -0.227 0.954 -1.391
H -0.050 0.069 0.116
H 0.016 -0.073 -0.061
N -0.542 -0.148 0.506
O -0.177 -0.503 -0.052
C -0.649 1.585 -1.042
H 0.274 0.337 -0.207
N 1.579 0.567 0.189
H -0.698 0.167 -0.113
H 0.679 0.120 -0.652
H 0.529 -0.353 0.514
H -0.373 0.376 0.310
H -0.085 -0.224 -0.245
H -0.130 0.665 0.281
H 0.061 -0.292 0.201
H -0.027 0.746 0.223
C -0.455 0.608 0.359
H 0.404 0.611 0.008
C -1.103 -0.668 0.158
H 0.709 -0.160 0.060
H -0.508 -0.285 -0.186
C 0.387 -1.411 -0.083
H 0.440 -0.287 0.433
H 0.280 -0.089 0.415
H 0.300 -0.516 -0.322
H 0.772 0.181 0.873
H -0.355 -0.144 -0.104
C -0.735 1.156 0.648
H -0.499 -0.424 0.302
N -0.230 -0.028 -0.603